Here is a single C5H6O molecule from OMol25. Energies are from ωB97M-V/def2-TZVPD.

- frontier orbital gap (eV) = 9.2
- SMILES string = OC=C=C1CC1
- LUMO (eV) = 0.82
- energy relative to the best compared isomer or geometry (same formula, charge and spin) (eV) = 2.9700
- charge = 0
- HOMO (hartree) = -0.30966
- energy (hartree) = -269.23709
- max |F| (Eh/bohr) = 0.0079

CARTESIAN COORDINATES (ANGSTROEM)
O 1.6681 2.1030 -0.9683
C -0.0596 -0.4676 0.2431
H -1.3901 -1.0385 1.9164
C 2.0100 0.9466 -0.3136
H -1.0743 -2.3643 -0.2236
H -1.6259 -0.9294 -1.2211
H -1.9240 0.4230 0.9472
C 1.0945 0.0867 0.0573
H 0.6994 2.1454 -0.9458
C -1.3294 -0.4890 0.9819
C -1.1481 -1.2841 -0.3098
H 3.0794 0.8682 -0.1637

Cartesian forces (eV/Å) of the 3 atoms listed first:
O -0.24 0.20 -0.07
C 0.22 0.17 -0.10
H -0.01 0.00 -0.13